1.
ORCA calculation (ωB97M-V/def2-TZVPD) on a structure of composition C63H48I4MoN8OS4.

Structure (XYZ):
```
129
Properties=species:S:1:pos:R:3
Mo -0.022 -0.505 0.069
I 5.261 -8.136 3.213
C 3.895 -6.877 2.269
C 3.995 -6.650 0.907
C 3.102 -5.784 0.290
C 2.101 -5.130 1.013
C 2.023 -5.384 2.388
C 2.907 -6.248 3.017
C 1.193 -4.153 0.389
C 0.775 -4.136 -0.934
C 1.005 -4.931 -2.116
C 0.283 -4.407 -3.163
C -0.386 -3.232 -2.719
C -1.208 -2.289 -3.322
C -1.912 -2.711 -4.570
C -1.207 -3.045 -5.722
C -1.867 -3.475 -6.869
C -3.250 -3.562 -6.863
I -4.250 -4.218 -8.571
C -3.977 -3.220 -5.731
C -3.303 -2.796 -4.593
C -1.347 -0.929 -2.916
N -0.520 -0.254 -1.998
C -0.380 1.041 -2.496
C 0.847 1.779 -2.371
C 1.201 2.831 -3.380
C 1.004 2.614 -4.746
C 1.437 3.526 -5.699
C 2.097 4.677 -5.292
I 2.782 6.043 -6.709
C 2.325 4.914 -3.948
C 1.870 3.994 -3.007
C 1.882 1.278 -1.629
C 3.305 1.478 -1.811
C 3.961 0.507 -1.122
C 2.966 -0.310 -0.464
N 1.720 0.220 -0.735
C 2.974 -1.417 0.334
C 1.628 -1.662 0.805
C -0.948 -2.433 -0.519
C -0.635 -2.486 0.823
C 0.739 -2.932 1.072
N 1.365 -2.202 2.170
C 4.166 -2.227 0.654
C 5.125 -2.444 -0.339
C 6.203 -3.294 -0.134
C 6.335 -3.947 1.082
I 7.893 -5.300 1.374
C 5.415 -3.737 2.098
C 4.342 -2.883 1.881
C -1.370 1.261 -3.484
C -1.947 0.050 -3.760
N -0.073 -3.119 -1.370
H 4.782 -7.122 0.330
H 3.234 -5.564 -0.762
H 1.261 -4.884 2.977
H 2.828 -6.428 4.082
H 1.643 -5.799 -2.169
H 0.264 -4.793 -4.170
H -0.127 -2.946 -5.735
H -1.304 -3.728 -7.758
H -5.058 -3.285 -5.731
H -3.865 -2.530 -3.704
H 0.523 1.701 -5.074
H 1.279 3.327 -6.752
H 2.859 5.801 -3.637
H 2.069 4.169 -1.956
H 3.753 2.241 -2.432
H 5.033 0.356 -1.078
H -1.975 -2.401 -0.843
H -1.384 -2.653 1.573
H 4.999 -1.987 -1.314
H 6.918 -3.467 -0.928
H 5.519 -4.246 3.050
H 3.619 -2.732 2.670
H -1.556 2.208 -3.971
H -2.669 -0.159 -4.537
C -3.518 -0.313 3.385
C -2.201 -0.484 2.660
S -2.280 -0.142 0.953
C -1.117 -0.900 3.357
C -1.162 -1.274 4.828
S 0.450 -0.706 2.630
H -4.276 0.096 2.720
H -3.400 0.361 4.237
H -3.872 -1.272 3.769
H -2.029 -1.898 5.048
H -1.218 -0.392 5.474
H -0.270 -1.832 5.110
C 2.349 3.718 3.750
C 3.413 3.738 2.650
C 2.958 3.043 1.373
N 1.946 3.832 0.657
C 0.660 3.557 0.556
S -0.046 2.175 1.233
N -0.160 4.438 -0.145
C -0.035 5.773 -0.477
O -0.774 6.252 -1.314
C 0.884 6.674 0.284
C 1.776 7.489 -0.396
C 2.600 8.352 0.316
C 2.505 8.420 1.700
C 1.582 7.628 2.377
C 0.773 6.753 1.670
H 2.722 4.183 4.667
H 2.053 2.690 3.983
H 1.445 4.253 3.442
H 4.320 3.236 2.997
H 3.690 4.773 2.417
H 2.521 2.075 1.592
H 3.792 2.887 0.690
H 2.267 4.714 0.291
H -1.070 4.045 -0.490
H 1.819 7.447 -1.477
H 3.305 8.981 -0.214
H 3.143 9.099 2.253
H 1.497 7.689 3.455
H 0.047 6.133 2.188
S -3.015 3.195 -1.102
C -3.633 4.209 -2.285
N -2.904 5.291 -2.725
C -3.339 6.161 -3.657
C -4.550 5.985 -4.230
C -5.272 4.857 -3.789
N -4.858 4.009 -2.875
H -1.999 5.448 -2.294
H -2.669 6.976 -3.900
H -4.932 6.665 -4.979
H -6.248 4.643 -4.219
```

Summary:
**Relative energy (zero: lowest compared OMol25 entry of this formula, charge and spin)**: 119.1 kcal per mole
**Electronic energy**: -5794.480635 hartree
**2S+1**: 1
**Net charge**: 0
**Highest occupied orbital energy (spin up / spin down)**: -5.7 / -5.7 eV
**Largest force on an atom**: 0.89 eV/A

2.
ORCA calculation (ωB97M-V/def2-TZVPD) on a structure of composition C14H17NO2 at a distorted geometry.

Structure (XYZ):
```
34
Properties=species:S:1:pos:R:3
C -2.217 1.175 3.021
H -2.320 0.279 3.432
O -1.426 1.161 1.997
C -1.046 2.252 1.166
C -1.684 3.501 1.144
C -1.270 4.477 0.529
C -0.177 4.363 -0.385
C 0.181 3.151 -0.674
C -0.088 2.010 0.123
C 0.673 0.854 0.028
C 1.210 0.236 -0.930
C 2.003 -1.016 -1.164
O 3.318 -0.761 -1.596
N 1.400 -2.045 -0.717
C -0.065 -2.184 -0.802
C -0.103 -3.739 -0.743
H -0.149 -4.027 0.154
C 1.112 -4.208 -1.511
C 1.950 -3.266 -0.917
H 2.493 -3.721 0.125
H 2.934 -3.226 -1.693
H 0.992 -4.182 -2.468
H 1.161 -5.318 -1.251
H -1.055 -4.004 -1.182
H -0.764 -1.723 -1.592
H -0.424 -1.728 0.288
H 1.528 1.110 -2.014
H 0.469 0.111 0.996
H 1.173 3.053 -1.283
H -0.095 5.279 -0.988
H -2.020 5.370 0.727
H -2.515 3.486 1.983
H -2.011 1.879 3.749
H -3.167 1.400 2.447
```

Summary:
**Relative energy (zero: lowest compared OMol25 entry of this formula, charge and spin)**: 262.8 kcal per mole
**Electronic energy**: -748.530599 hartree
**2S+1**: 1
**Net charge**: 0
**Highest occupied orbital energy**: -8.2 eV
**Largest force on an atom**: 13.77 eV/A